Here is 16 unconnected molecules or ions with the total composition C62H165N9O22 at a distorted geometry from OMol25. Energies are from ωB97M-V with the def2-TZVPD basis set.

Structure (XYZ):
```
258
Properties=species:S:1:pos:R:3:forces:R:3:lowdin_charge:R:1
C 1.209 2.802 1.914 0.785 -0.524 0.164 -0.052
C 0.117 3.777 1.635 -0.137 0.996 -0.179 -0.402
C 0.677 5.233 1.802 -1.077 -0.520 -0.617 -0.203
O 0.853 5.486 3.144 -0.797 -1.729 1.529 -0.194
C 1.459 6.653 3.509 1.579 0.424 -0.244 -0.132
N -0.440 3.604 0.274 0.679 0.172 0.415 0.088
H 0.929 1.800 1.589 0.122 -0.056 -0.279 0.064
H 1.472 2.691 2.966 -0.266 0.310 0.174 0.080
H 2.120 3.158 1.435 0.138 -0.427 -0.320 0.078
H -0.698 3.580 2.332 0.044 0.444 0.546 0.113
H -0.019 5.989 1.438 -0.373 0.006 -0.557 0.120
H 1.603 5.356 1.239 0.309 -0.193 -0.178 0.122
H 1.498 6.725 4.596 -0.677 0.282 -0.058 0.094
H 1.062 7.513 2.969 -0.348 0.359 0.359 0.089
H 2.514 6.590 3.244 0.464 0.214 -0.307 0.085
H -0.836 2.675 0.262 0.088 -0.525 -0.166 0.047
H -1.264 4.189 0.274 -0.158 0.404 -0.340 0.028
C 3.012 -4.871 4.440 0.037 -0.730 0.242 -0.051
C 4.167 -5.870 4.416 -0.306 -0.661 0.981 -0.428
C 3.887 -7.235 3.763 0.232 0.531 -1.243 -0.230
O 2.765 -7.922 4.249 -1.014 -0.780 0.154 -0.182
C 2.355 -9.028 3.413 1.111 0.215 0.124 -0.089
N 5.323 -5.180 3.874 0.271 -0.197 -0.801 0.053
H 2.793 -4.561 3.419 0.005 0.189 -0.015 0.051
H 3.287 -4.021 5.066 0.012 0.100 -0.199 0.076
H 2.122 -5.328 4.872 -0.093 -0.042 -0.033 0.079
H 4.427 -6.199 5.422 -0.094 0.554 0.512 0.133
H 4.805 -7.813 3.873 0.157 -0.399 0.166 0.121
H 3.784 -7.078 2.689 -0.173 0.080 -0.507 0.110
H 1.515 -9.615 3.785 -0.306 0.854 0.395 0.087
H 3.135 -9.787 3.349 0.516 0.085 -0.002 0.081
H 2.180 -8.688 2.393 -0.265 0.100 -0.079 0.070
H 5.090 -4.902 2.932 -0.466 0.633 -0.346 0.036
H 6.087 -5.802 3.653 0.355 -0.490 0.634 0.067
C -4.495 -1.554 -2.505 0.555 0.131 0.270 -0.044
C -4.522 -2.203 -1.108 0.674 0.402 -0.475 -0.392
C -5.000 -1.211 -0.034 -0.519 -0.578 0.498 -0.186
O -4.142 -0.118 0.117 1.588 -0.402 -0.822 -0.219
C -4.492 0.845 1.083 -1.223 0.031 -0.719 -0.065
N -5.283 -3.459 -1.264 -0.155 0.969 0.128 0.050
H -5.438 -1.036 -2.680 -0.130 -0.049 -0.169 0.072
H -4.285 -2.277 -3.293 -0.315 -0.267 0.099 0.080
H -3.693 -0.827 -2.628 -0.054 0.230 0.402 0.078
H -3.514 -2.499 -0.816 0.258 0.091 -0.045 0.124
H -5.035 -1.732 0.922 -0.206 -0.291 0.289 0.122
H -6.004 -0.842 -0.245 -0.377 -0.005 -0.224 0.127
H -3.720 1.615 1.090 -0.075 -0.241 0.135 0.071
H -4.695 0.418 2.065 0.320 -0.104 0.150 0.082
H -5.421 1.250 0.683 -0.229 0.655 0.487 0.080
H -5.575 -3.890 -0.398 0.058 0.058 0.277 0.090
H -6.112 -3.190 -1.774 -0.391 -0.408 -0.101 0.087
C 4.192 -2.692 -5.377 0.012 0.310 -0.363 -0.066
C 3.970 -3.936 -4.599 1.299 -0.058 2.306 -0.378
O 2.907 -4.704 -5.003 -1.662 -0.897 -0.859 -0.068
H 4.425 -2.893 -6.423 -0.114 0.207 -0.069 0.080
H 4.967 -2.066 -4.935 0.117 -0.122 -0.017 0.083
H 3.251 -2.159 -5.246 0.015 0.354 -0.602 0.068
H 3.713 -3.599 -3.595 -0.091 0.062 0.338 0.098
H 4.808 -4.597 -4.376 0.614 0.197 -0.560 0.124
H 3.183 -5.341 -5.666 -0.048 0.050 -0.100 0.101
C 4.297 -2.196 1.487 0.240 -0.156 -0.095 -0.071
C 3.590 -3.172 0.557 0.828 -0.799 0.972 -0.274
O 3.941 -4.456 1.091 0.523 -0.148 -0.036 -0.128
H 4.108 -2.480 2.523 -0.750 0.495 0.095 0.065
H 4.131 -1.149 1.234 -0.252 0.048 0.348 0.065
H 5.376 -2.354 1.486 0.190 -0.108 -0.684 0.074
H 3.996 -3.118 -0.453 -0.308 0.297 -0.274 0.102
H 2.501 -3.137 0.578 -0.056 0.616 -0.215 0.095
H 3.258 -5.087 0.852 -0.582 -0.196 -0.095 0.030
C -6.622 1.966 -2.102 0.164 -0.046 -0.401 -0.079
C -7.255 3.227 -2.727 -0.040 -0.810 0.780 -0.294
O -6.397 4.329 -2.557 0.544 0.466 -0.093 -0.080
H -7.050 1.061 -2.534 -0.255 -0.020 -0.010 0.067
H -6.685 1.876 -1.017 -0.268 0.382 0.011 0.055
H -5.560 1.917 -2.343 0.050 0.217 -0.018 0.051
H -8.178 3.466 -2.198 -0.301 -0.174 -0.132 0.106
H -7.485 3.041 -3.776 0.048 -0.023 -0.071 0.108
H -6.306 4.801 -3.388 0.008 0.023 0.048 0.084
C 1.710 -1.231 4.181 -0.992 -0.471 0.325 -0.047
C 1.372 -1.161 5.695 0.517 0.210 -1.468 -0.316
O 2.586 -1.449 6.290 1.634 -0.110 1.199 -0.080
H 1.853 -2.250 3.822 -0.435 -0.221 0.160 0.044
H 2.671 -0.787 3.922 -0.201 0.590 0.468 0.056
H 0.894 -0.752 3.640 0.134 -0.057 -0.396 0.056
H 0.649 -1.871 6.094 -0.573 -0.089 -0.635 0.108
H 1.035 -0.147 5.911 -0.081 0.169 0.168 0.090
H 2.564 -1.259 7.231 -0.028 -0.043 0.093 0.088
C -0.055 -2.192 -5.085 -0.696 0.265 -1.086 -0.077
C -0.082 -2.630 -3.652 0.451 -0.131 0.075 -0.302
O 1.241 -2.766 -3.191 0.815 0.571 1.279 -0.101
H 0.508 -1.279 -5.278 0.132 0.224 0.686 0.077
H -1.062 -1.955 -5.428 -0.169 -0.235 -0.176 0.069
H 0.403 -2.887 -5.788 -0.201 -0.517 0.211 0.073
H -0.614 -3.544 -3.386 -0.382 -0.242 -0.779 0.094
H -0.594 -1.879 -3.051 0.331 0.305 0.157 0.098
H 1.791 -3.300 -3.768 -0.489 -0.265 -0.354 0.027
C -3.371 -6.700 -3.892 0.218 -0.764 1.194 -0.078
C -3.171 -6.039 -2.488 -1.135 0.220 -1.279 -0.295
O -3.064 -4.643 -2.628 1.080 0.451 -0.411 -0.113
H -4.318 -6.455 -4.372 0.130 0.656 0.107 0.066
H -3.489 -7.768 -3.707 0.252 -0.312 -0.007 0.062
H -2.540 -6.592 -4.590 -0.007 0.318 0.126 0.059
H -2.330 -6.411 -1.901 0.174 -0.273 -0.329 0.092
H -4.085 -6.240 -1.929 -0.041 -0.296 0.259 0.102
H -3.784 -4.200 -2.172 -0.586 -0.169 0.230 -0.001
C 0.554 -0.978 -0.082 -0.736 0.247 -0.530 -0.060
C -0.730 -0.245 -0.443 0.093 -0.671 -0.342 -0.314
O -1.498 0.094 0.680 0.438 0.445 0.957 -0.088
H 0.967 -1.369 -1.012 0.350 0.128 -0.052 0.058
H 0.256 -1.858 0.487 0.385 0.131 0.463 0.057
H 1.253 -0.301 0.408 0.107 -0.369 0.260 0.064
H -1.327 -0.953 -1.017 -0.061 0.025 -0.539 0.096
H -0.539 0.644 -1.045 0.145 0.104 -0.214 0.100
H -2.414 -0.068 0.445 -0.416 -0.085 -0.031 0.023
C 4.811 1.302 3.784 1.005 -1.525 0.491 -0.130
O 5.050 1.302 2.419 0.169 0.940 -2.315 -0.213
C 6.344 0.850 1.947 -0.639 0.548 -0.433 -0.166
C 6.578 1.282 0.445 -0.271 0.092 0.952 -0.185
N 7.176 2.613 0.348 -0.474 -0.035 -0.268 -0.058
C 7.380 3.215 -1.013 0.356 -1.185 1.958 -0.163
C 8.160 2.309 -1.960 -0.858 1.161 0.341 -0.219
O 9.431 2.017 -1.367 -1.806 -0.307 -0.914 -0.152
C 10.095 1.021 -2.070 2.051 -0.738 0.081 -0.150
H 5.634 1.773 4.321 0.105 0.098 0.254 0.085
H 4.781 0.236 4.009 -0.023 -0.172 1.074 0.077
H 3.872 1.735 4.129 -0.076 0.273 -0.789 0.083
H 6.439 -0.233 2.024 -0.381 -0.289 -0.046 0.095
H 7.120 1.225 2.615 0.212 0.453 -0.062 0.111
H 5.628 1.239 -0.087 -0.240 0.304 0.143 0.099
H 7.178 0.526 -0.062 0.376 -0.390 0.179 0.103
H 8.071 2.569 0.814 0.150 0.104 -0.051 0.093
H 7.968 4.087 -0.728 -0.183 0.378 -0.734 0.120
H 6.398 3.452 -1.422 0.181 0.209 -0.160 0.092
H 8.183 2.826 -2.919 0.805 0.209 -0.216 0.100
H 7.500 1.473 -2.190 0.461 -0.855 0.367 0.116
H 9.622 0.074 -2.331 -1.105 0.183 0.277 0.086
H 10.919 0.706 -1.429 0.188 0.068 0.063 0.086
H 10.567 1.352 -2.995 -0.127 0.485 -0.244 0.083
C -0.702 3.764 -3.280 0.599 -0.284 -0.105 -0.125
O -1.907 3.915 -3.978 -0.759 0.380 0.263 -0.200
C -2.342 2.851 -4.808 0.991 0.398 -0.541 -0.206
C -3.808 3.107 -5.145 -0.335 0.011 0.905 -0.191
N -4.544 2.061 -5.842 0.676 0.158 -0.653 -0.053
C -4.728 0.847 -5.085 -0.578 -0.389 -0.460 -0.223
C -5.737 -0.096 -5.793 0.724 1.382 0.091 -0.197
O -7.032 0.509 -5.855 -0.333 -0.395 0.960 -0.207
C -8.007 -0.240 -6.589 1.104 -0.244 -0.097 -0.095
H -0.700 2.867 -2.660 -0.195 0.010 0.410 0.066
H -0.502 4.660 -2.692 -0.465 -0.155 0.232 0.087
H 0.190 3.670 -3.899 -0.002 -0.078 -0.681 0.080
H -2.086 1.879 -4.387 -0.462 -0.221 0.488 0.112
H -1.716 2.909 -5.699 -0.127 -0.173 -0.538 0.122
H -3.855 4.063 -5.667 -0.022 -0.172 -0.375 0.125
H -4.338 3.285 -4.210 0.204 0.224 0.631 0.097
H -5.450 2.432 -6.092 -0.086 -0.056 -0.081 0.102
H -5.008 1.017 -4.045 -0.485 0.165 0.162 0.077
H -3.789 0.304 -4.976 0.192 -0.129 -0.413 0.108
H -5.640 -1.022 -5.227 -0.793 -0.415 -0.211 0.105
H -5.408 -0.199 -6.828 0.292 -0.459 -0.071 0.123
H -7.759 -0.134 -7.645 -0.423 0.128 -0.271 0.085
H -9.027 0.061 -6.352 0.294 0.422 -0.007 0.086
H -7.937 -1.309 -6.387 0.081 -0.161 0.304 0.080
C -1.895 -3.368 2.089 0.392 -0.053 0.294 -0.075
O -1.208 -4.539 1.737 -1.282 -0.505 -2.058 -0.203
C -0.084 -4.923 2.454 -0.387 0.229 0.710 -0.224
C 0.555 -6.190 1.915 1.549 -0.470 -0.839 -0.156
N 1.340 -6.048 0.653 -0.893 2.094 0.435 -0.044
C 0.475 -5.542 -0.426 0.943 -1.121 -1.207 -0.193
C 1.125 -5.776 -1.800 -0.607 -0.963 0.959 -0.160
O 1.258 -7.244 -2.076 -0.278 2.035 0.082 -0.186
C 1.005 -7.466 -3.465 0.807 0.840 0.287 -0.106
H -2.789 -3.194 1.490 0.110 -0.572 -0.476 0.078
H -1.257 -2.504 1.905 0.024 0.315 0.600 0.073
H -2.281 -3.470 3.103 0.282 0.446 0.460 0.079
H -0.444 -5.130 3.462 0.266 -0.313 0.521 0.124
H 0.597 -4.080 2.563 0.540 0.013 -0.260 0.111
H -0.146 -7.008 1.750 -0.605 0.156 0.375 0.124
H 1.261 -6.510 2.682 -0.049 -0.083 0.152 0.087
H 1.953 -6.801 0.374 -0.617 -0.447 0.156 0.107
H 0.295 -4.468 -0.380 0.106 0.064 0.402 0.111
H -0.498 -6.034 -0.425 -0.223 -0.089 0.146 0.106
H 2.056 -5.209 -1.770 0.618 -0.589 -0.380 0.113
H 0.506 -5.267 -2.539 -0.112 -0.395 -0.241 0.092
H 1.278 -8.481 -3.753 -0.355 -0.048 0.285 0.088
H 1.655 -6.784 -4.013 0.120 -0.034 -0.369 0.062
H -0.012 -7.170 -3.724 -0.277 -0.433 -0.026 0.075
C -2.268 0.774 3.898 0.068 1.459 0.119 -0.069
O -2.482 1.628 5.056 -0.489 -1.292 -0.843 -0.175
C -1.973 0.985 6.208 1.524 0.272 -0.340 -0.224
C -2.448 -0.440 6.503 0.051 1.520 0.863 -0.221
N -3.877 -0.354 6.753 0.193 -1.067 -0.100 -0.042
C -4.439 -1.690 6.785 -1.259 -0.599 -2.433 -0.195
C -4.539 -2.313 5.315 -0.517 1.016 1.020 -0.167
O -4.954 -1.334 4.301 0.894 -0.758 0.382 -0.245
C -6.288 -0.824 4.393 0.226 -1.052 0.689 -0.088
H -2.393 1.410 3.022 -0.404 -0.039 0.039 0.059
H -2.961 -0.067 3.878 0.124 -0.032 -0.060 0.070
H -1.223 0.475 3.806 0.131 -0.384 0.396 0.082
H -2.082 1.686 7.036 -0.667 -0.306 0.161 0.128
H -0.894 0.977 6.057 0.455 -0.394 0.076 0.093
H -1.950 -0.720 7.432 0.116 -0.200 0.063 0.123
H -2.178 -1.168 5.738 0.193 0.087 -0.243 0.101
H -4.219 -0.011 5.866 -0.452 0.742 -0.072 0.075
H -5.490 -1.650 7.070 0.212 -0.023 0.917 0.101
H -3.847 -2.458 7.283 -0.158 0.419 0.769 0.118
H -5.225 -3.158 5.385 -0.330 0.011 -0.296 0.111
H -3.554 -2.751 5.153 -0.030 0.484 -1.179 0.090
H -6.507 -0.148 3.566 0.412 -0.018 0.057 0.082
H -6.456 -0.332 5.351 0.002 0.306 -0.004 0.086
H -6.987 -1.659 4.347 -0.227 -0.105 -0.094 0.086
C -4.169 10.624 1.650 1.089 0.656 1.018 -0.120
O -3.381 9.524 2.076 -0.306 -0.971 0.111 -0.207
C -3.612 9.058 3.444 -0.129 1.061 -1.125 -0.183
C -2.941 7.733 3.663 1.360 -0.976 -0.273 -0.226
N -3.494 6.680 2.851 -1.029 -0.612 -0.288 -0.060
C -2.851 5.347 2.930 -1.538 0.962 0.449 -0.176
C -3.448 4.456 1.850 1.880 0.401 -0.176 -0.188
O -2.980 4.974 0.584 -0.537 -0.562 0.660 -0.230
C -3.645 4.459 -0.561 -0.196 0.947 -0.105 -0.083
H -3.842 11.510 2.195 -0.111 0.283 0.586 0.074
H -5.238 10.531 1.840 -0.102 -0.372 -0.404 0.085
H -3.877 10.929 0.645 -0.435 -0.807 -0.300 0.086
H -4.686 8.968 3.603 -0.187 -0.092 0.048 0.118
H -3.232 9.854 4.084 0.117 -0.161 0.419 0.119
H -2.900 7.411 4.704 -0.519 0.313 0.258 0.124
H -1.891 7.728 3.372 0.623 1.007 0.194 0.111
H -3.494 7.040 1.907 0.092 -0.356 -0.321 0.100
H -3.156 4.897 3.875 -0.094 -0.051 0.257 0.122
H -1.763 5.363 2.994 0.227 0.085 -0.591 0.095
H -4.528 4.360 1.964 -0.134 0.340 -0.367 0.131
H -2.990 3.479 1.999 -0.121 -0.411 -0.106 0.086
H -3.775 3.378 -0.617 0.017 -0.208 0.470 0.079
H -3.052 4.737 -1.432 -0.010 0.100 0.005 0.086
H -4.603 4.976 -0.601 -0.265 -0.386 -0.380 0.086
C 3.828 -0.008 -2.033 0.144 -0.879 -0.420 -0.133
O 4.064 1.364 -2.140 -0.946 1.153 1.009 -0.217
C 2.888 2.140 -1.672 1.216 0.260 -0.916 -0.135
C 3.294 3.646 -1.710 -0.020 -0.737 -0.462 -0.180
N 3.800 3.977 -3.067 -0.695 -0.669 0.714 -0.053
C 4.429 5.278 -3.141 0.773 0.123 -0.854 -0.214
C 5.330 5.388 -4.397 -0.375 -0.651 1.230 -0.211
O 6.474 4.582 -4.105 1.449 0.654 -1.445 -0.204
C 7.458 4.663 -5.179 -0.458 -0.171 0.051 -0.092
H 3.228 -0.334 -1.183 -0.433 0.445 0.116 0.062
H 4.746 -0.578 -1.887 0.479 0.357 -0.208 0.084
H 3.377 -0.365 -2.959 -0.325 -0.260 -0.009 0.083
H 2.623 1.726 -0.700 -0.037 0.507 0.241 0.100
H 2.057 1.979 -2.359 -0.083 -0.126 -0.172 0.111
H 4.079 3.781 -0.966 0.176 0.183 0.315 0.103
H 2.468 4.317 -1.476 -0.220 -0.277 0.185 0.109
H 4.503 3.259 -3.173 0.400 0.034 -0.672 0.082
H 5.064 5.423 -2.267 0.278 0.389 0.184 0.109
H 3.729 6.113 -3.192 -0.438 -0.224 0.157 0.116
H 5.573 6.430 -4.606 0.350 0.134 0.180 0.117
H 4.812 5.002 -5.275 -0.136 -0.181 -0.122 0.118
H 8.024 5.586 -5.304 -0.481 0.729 0.686 0.080
H 6.962 4.528 -6.140 -0.102 -0.352 -0.083 0.080
H 8.271 3.944 -5.075 -0.534 -0.521 0.377 0.073
```
Forces are in eV/Å.

Calculated values
HOMO level = -8.1365 eV
Orbital gap = 0.311 Eh
Net charge = 0